12 unconnected molecules or ions with the total composition C23H68I3N2O18PS3, computed with the ωB97M-V functional and the def2-TZVPD basis.

Atoms and positions in Å:
C: -3.58826 2.30051 -1.20219
C: -4.61762 1.22966 -1.92336
N: -3.92010 -0.10585 -2.14511
C: -4.50645 -1.06889 -1.12961
C: -3.77453 -2.56862 -1.15461
C: -4.17605 -0.53632 -3.57318
S: -5.45628 -1.54092 -4.10291
S: -3.01660 0.11466 -4.91982
C: -1.28984 -0.63103 -4.70734
C: -0.14807 0.56247 -4.56073
C: -0.07451 1.18114 -3.00766
N: 1.18321 1.97013 -2.75357
C: 2.06187 1.39233 -1.66657
I: 2.51586 -0.68361 -2.36174
C: 3.45670 2.24793 -1.69955
P: 4.69793 1.77019 -3.06972
O: 5.73652 0.61700 -2.62939
O: 3.99332 1.49633 -4.64532
O: 5.73410 3.20121 -3.28035
C: 1.32089 1.37404 -0.16105
C: 0.33510 2.71215 0.05179
C: 1.16256 4.08776 0.37532
C: 1.41507 4.38473 1.97655
I: -0.35044 5.30232 2.93917
O: 2.24335 1.41647 0.94173
C: 2.04944 0.40639 2.00684
C: 3.35857 0.67456 2.95308
C: 3.25408 0.43629 4.54110
C: 2.55362 1.68927 5.40194
I: 3.97504 2.51222 6.89437
C: 2.32975 -1.05617 1.26584
C: 2.64256 -2.30262 2.24776
C: 1.32706 -3.33333 2.19601
O: 1.45181 -4.04723 0.88232
C: 0.08347 -4.63521 0.71346
S: 0.38791 0.45695 2.85149
C: 0.12924 -0.78054 4.24193
O: -0.83119 0.15324 1.89125
O: 0.01716 1.86462 3.46467
H: -2.57281 1.75113 -0.95941
H: -3.36762 3.19014 -1.93275
H: -4.05350 2.73690 -0.19444
H: -4.96429 1.65437 -2.96601
H: -5.58819 1.10504 -1.26511
H: -4.29946 -0.65203 -0.03688
H: -5.67186 -1.17986 -1.22177
H: -4.60519 -3.37107 -1.43032
H: -2.98963 -2.57918 -2.04936
H: -3.28331 -2.84807 -0.11943
H: -1.07380 -1.26160 -5.69017
H: -1.28815 -1.27629 -3.73032
H: -0.53449 1.46989 -5.22358
H: 0.89281 0.16202 -4.93603
H: -0.34680 0.37945 -2.20046
H: -0.96881 1.97346 -2.97739
H: 1.70748 2.21448 -3.62103
H: 4.05647 2.28527 -0.69775
H: 3.14388 3.37663 -1.93316
H: 4.51842 2.01566 -5.33086
H: 5.39770 3.89695 -2.64286
H: 0.58554 0.47059 -0.23574
H: -0.36835 2.91729 -0.85720
H: -0.39416 2.55091 0.98399
H: 0.49704 4.99166 -0.01977
H: 2.19901 4.19218 -0.15223
H: 1.86326 3.47462 2.57170
H: 2.25799 5.22937 2.01434
H: 3.78178 1.77967 2.79026
H: 4.23173 -0.02875 2.54126
H: 4.37774 0.43019 4.95375
H: 2.80524 -0.57893 4.91134
H: 2.20754 2.57358 4.71263
H: 1.64122 1.25497 6.03636
H: 1.48529 -1.36973 0.51724
H: 3.30296 -0.87472 0.59880
H: 2.99620 -2.05948 3.33117
H: 3.52536 -2.93331 1.74896
H: 1.40956 -4.13548 3.04594
H: 0.31740 -2.74024 2.17793
H: 0.10314 -5.64845 0.12640
H: -0.29310 -4.86240 1.82205
H: -0.66004 -3.83154 0.26103
H: -0.89535 -1.38008 4.11645
H: 0.03780 -0.22430 5.27697
H: 0.96200 -1.59276 4.34849
O: 2.96272 4.35400 -4.34754
H: 2.59253 4.51460 -5.22853
H: 3.32125 3.45556 -4.40454
O: -4.30692 -3.47561 2.00910
H: -3.71615 -3.09144 2.67421
H: -5.11226 -2.94068 2.07445
O: -3.76086 -3.22699 -7.03894
H: -4.09741 -4.13311 -6.97064
H: -4.27791 -2.73524 -6.38333
O: 0.84176 -0.52371 7.51143
H: 1.67541 -0.08137 7.73130
H: 0.88626 -1.36141 7.99646
O: -5.54570 -5.59075 -6.63425
H: -6.44135 -5.92537 -6.79181
H: -5.07171 -6.35328 -6.26974
O: -1.20338 -6.32321 -1.82982
H: -1.69272 -7.12978 -1.60851
H: -0.49413 -6.63239 -2.41322
O: 8.43883 1.05773 -3.97104
H: 7.51952 1.01786 -3.66730
H: 8.56492 1.98726 -4.21406
O: 5.39289 2.18513 10.11292
H: 4.61315 2.08896 10.68014
H: 5.02393 2.38956 9.24053
O: -5.67789 4.22920 -0.10873
H: -5.81957 4.19195 0.84914
H: -5.81198 5.16327 -0.32902
O: -0.15083 2.24161 8.74283
H: -0.52102 2.40221 7.86184
H: 0.20769 1.34317 8.68583
O: -7.95880 -6.30973 -4.76517
H: -7.36802 -5.92556 -4.10005
H: -8.76413 -5.77480 -4.69982

Atoms 1-6, force components in eV/Å:
-0.034 -0.167 0.371
0.129 1.858 -0.148
-2.165 -0.961 -1.408
0.369 -1.464 1.574
-0.549 0.170 -0.937
-0.564 -1.047 0.467

Computed properties:
Spin multiplicity = 1
Net charge = 0
Gap between HOMO and LUMO = 7.850 eV
SMILES = CCN(CC)C(=S)SCCCN[C@@](I)(CP(=O)(O)O)[C@H](CCCI)O[C@](CCCI)(CCCOC)S(C)(=O)=O.O.O.O.O.O.O.O.O.O.O.O

---

2 unconnected molecules or ions with the total composition C5H12OP, computed with the ωB97M-V functional and the def2-TZVPD basis.

Atoms and positions in Å:
C: -2.73407 0.53401 -0.19991
C: 0.01076 -1.07451 -1.36242
C: 2.03391 0.75534 -0.26602
C: 0.51949 -1.03330 1.53695
C: -0.81799 1.25070 0.29718
O: -2.92640 -0.61109 -0.17245
P: 0.40933 -0.01180 0.04998
H: -3.34572 1.40047 -0.42507
H: -0.22343 -0.46457 -2.23291
H: -0.84507 -1.70369 -1.12362
H: 0.86874 -1.70999 -1.58142
H: 1.96748 1.83610 -0.15179
H: 2.36339 0.52601 -1.27808
H: 2.76726 0.37744 0.44485
H: 1.30355 -1.77920 1.41954
H: -0.43373 -1.53024 1.70998
H: 0.75219 -0.39485 2.38836
H: -0.94513 1.54698 1.32953
H: -0.72456 2.08620 -0.38268

Atoms 1-6, force components in eV/Å:
3.311 0.420 0.963
0.016 0.136 0.361
-0.251 -0.097 0.091
-0.096 0.249 -0.285
-2.854 -1.262 -0.974
-0.304 0.121 -0.096

Computed properties:
Spin multiplicity = 1
Net charge = +1
Gap between HOMO and LUMO = 10.373 eV
Energy relative to the best compared isomer or geometry (same formula, charge and spin) = 0.485 eV

---

A molecular structure, C20H46NdP4Se, computed with the ωB97M-V functional and the def2-TZVPD basis.

Atoms and positions in Å:
Nd: -1.03173 -0.11565 -0.14333
P: -1.77115 -2.64832 1.34423
P: 1.26813 -0.57286 2.13171
P: 1.21051 -1.53813 -1.37589
H: -2.95753 1.67468 -1.74081
C: -2.72590 0.62425 -1.99051
C: -1.42031 0.27382 -2.45131
H: -0.57427 0.99804 -2.40862
C: -3.24916 -2.46106 2.45870
C: -0.82448 -3.93589 2.27898
C: -2.48880 -3.68738 -0.00375
C: 2.52265 0.76733 2.28002
C: 0.66867 -0.56856 3.87392
C: 2.44113 -1.97830 2.28619
C: 1.07931 -1.71568 -3.20029
C: 1.58533 -3.28797 -0.97921
C: 2.89613 -0.82126 -1.37275
H: -3.64321 0.19378 -2.45814
H: -1.17407 -0.61993 -3.05157
H: -4.02834 -1.84302 1.99004
H: -2.95922 -1.95734 3.39069
H: -3.69506 -3.43241 2.72004
H: -0.34668 -3.50637 3.16799
H: -0.03249 -4.36013 1.64960
H: -1.46264 -4.76552 2.61540
H: -3.04746 -3.05577 -0.70870
H: -3.17010 -4.45877 0.38433
H: -1.68903 -4.17536 -0.57508
H: 3.23719 0.52594 3.07993
H: 2.03892 1.72396 2.50115
H: 3.06399 0.85625 1.33168
H: 1.47339 -0.93329 4.52762
H: -0.20045 -1.22804 3.97767
H: 0.38638 0.44417 4.18150
H: 3.00282 -1.84877 3.22113
H: 3.14894 -2.00155 1.45235
H: 1.89993 -2.92849 2.32776
H: 2.04347 -2.09632 -3.56668
H: 0.87526 -0.73469 -3.64230
H: 0.27941 -2.41469 -3.47021
H: 2.21631 -3.65730 -1.80024
H: 0.65111 -3.85920 -0.93792
H: 2.10863 -3.37326 -0.02376
H: 3.43934 -1.29012 -2.20311
H: 3.41970 -1.01644 -0.43531
H: 2.84968 0.26091 -1.54171
C: 1.31321 3.53168 -2.73590
C: 0.02159 3.40533 -3.28595
C: -0.12087 3.33900 -4.67471
C: 1.00532 3.33629 -5.52142
C: 2.29536 3.24974 -4.93819
C: 2.44012 3.23587 -3.54542
Se: 1.54079 4.10176 -0.92865
H: 2.78926 3.29621 -0.78841
H: -0.82831 3.38468 -2.59818
H: -1.13884 3.28124 -5.08321
H: 0.91822 3.34502 -6.61539
H: 3.20579 3.16392 -5.53617
H: 3.40492 3.04637 -3.05922
C: -0.39844 2.96928 2.74549
P: -1.44348 1.66728 2.01318
C: -2.62624 1.34216 3.35039
C: -2.45283 2.64446 0.81485
H: 0.10512 2.58069 3.64287
H: -1.09752 3.77636 3.02071
H: 0.33967 3.33211 2.01356
H: -3.15453 2.28791 3.49279
H: -2.10464 1.06067 4.26856
H: -3.32576 0.54764 3.08171
H: -3.02268 3.34258 1.43583
H: -1.81710 3.22517 0.12582
H: -3.16239 2.05129 0.21357

Atoms 1-6, force components in eV/Å:
2.066 -1.029 4.396
-1.108 -1.467 0.520
0.838 0.337 0.613
1.227 -0.722 -0.836
0.644 -0.522 0.560
1.878 0.497 -4.567

Computed properties:
Spin multiplicity = 4
Net charge = +3
Expectation value of S² = 3.756
Gap between HOMO and LUMO (alpha / beta) = 4.128 / 4.197 eV
Energy relative to the best compared isomer or geometry (same formula, charge and spin) = 1.079 eV

---

A molecular structure, C4H4O6Y, computed with the ωB97M-V functional and the def2-TZVPD basis.

Atoms and positions in Å:
O: 1.26344 -0.24661 -2.03325
C: 0.24353 -1.01097 -1.77322
O: 0.20317 -1.69960 -0.74467
O: -0.84112 -0.43080 -2.22130
Y: 0.36747 -1.44168 1.47716
O: -1.84284 1.82858 1.68764
C: -0.78334 1.21288 1.85772
C: 1.09781 1.18282 -1.84805
O: -0.51903 0.71759 2.99119
O: -0.17962 0.63384 0.82116
C: -0.35459 1.37981 -1.41050
H: 1.31496 1.65172 -2.81087
H: 1.83680 1.51167 -1.11106
H: -0.99175 1.74324 -2.22668
H: -0.45383 2.35649 -0.91989

Atoms 1-6, force components in eV/Å:
3.721 -1.099 0.300
-3.594 7.003 -0.380
1.237 -3.187 3.649
0.033 -1.233 1.408
-1.168 2.519 -2.290
-0.916 1.772 -0.112

Computed properties:
Spin multiplicity = 2
Net charge = +2
Expectation value of S² = 0.757
Gap between HOMO and LUMO (alpha / beta) = 7.207 / 6.592 eV
Energy relative to the best compared isomer or geometry (same formula, charge and spin) = 6.071 eV

---

no.,molar mass (g mol⁻¹),calculated total energy (Ha)
1,1168.68,-4809.49005
2,119.12,-614.01834
3,633.68,-5116.86383
4,236.98,-643.70965